#A
Formula: C4H10N2O
Source: the OMol25 dataset
Level of theory: ωB97M-V/def2-TZVPD

Each line ends with the Mulliken charge.
Atoms and positions in Å:
H: 0.034 -1.602 2.290  0.208
N: -0.060 -1.032 1.464  -0.470
C: -1.260 -0.703 1.242  0.007
N: -1.638 -0.008 0.110  -0.243
C: -2.782 0.898 0.216  -0.877
H: -2.109 -1.004 1.863  0.254
H: -0.851 0.449 -0.338  0.210
H: -3.069 1.153 -0.803  0.298
H: -3.636 0.406 0.678  0.335
H: -2.559 1.806 0.782  0.301
C: 2.827 -0.884 -1.651  -0.743
C: 2.404 0.040 -0.807  0.136
O: 2.324 1.394 -1.102  -0.510
H: 2.880 -1.881 -1.240  0.245
H: 3.200 -0.663 -2.639  0.274
H: 2.038 -0.179 0.186  0.223
H: 2.259 1.809 -0.252  0.355

* molar mass: 102.137 g/mol
* structure (SMILES): [H]/N=C/NC.C=CO
* 2S+1: 1
* Kohn-Sham gap: 9.687 eV

***

#B
Formula: C4H10N2O
Source: the OMol25 dataset
Level of theory: ωB97M-V/def2-TZVPD

Each line ends with the Mulliken charge.
Atoms and positions in Å:
C: -0.258 0.957 -0.102  -0.481
C: -2.095 0.448 0.200  -0.635
C: 2.771 0.076 -0.505  -0.669
C: 0.211 -0.042 0.738  0.600
N: -2.478 -0.829 -0.220  -0.369
O: 1.880 0.797 0.275  -0.587
N: 0.071 -1.143 1.246  -0.542
H: 0.910 -1.693 1.414  0.317
H: -2.053 -1.594 0.289  0.174
H: -3.010 -1.047 -1.050  0.167
H: -0.127 0.786 -1.165  0.276
H: -0.206 1.968 0.283  0.288
H: -2.551 1.243 -0.384  0.400
H: -2.245 0.619 1.267  0.338
H: 2.989 0.481 -1.508  0.231
H: 3.772 -0.063 -0.070  0.245
H: 2.421 -0.963 -0.706  0.248

* molar mass: 102.137 g/mol
* 2S+1: 1
* Kohn-Sham gap: 8.537 eV

***

Stability comparison, relative energies in eV: #A 0.000; #B 3.221

***

#A
Formula: C4H10N2O
Source: the OMol25 dataset
Level of theory: ωB97M-V/def2-TZVPD

Each line ends with the Mulliken charge.
Atoms and positions in Å:
C: -1.537 -0.040 -2.245  -0.835
N: -0.502 -0.416 -1.295  -0.200
C: -0.213 0.508 -0.314  0.592
O: -0.696 1.634 -0.365  -0.672
N: 0.672 0.153 0.688  0.055
C: 0.787 1.113 1.771  -0.989
C: 1.083 -1.201 0.993  -0.970
H: -2.548 -0.209 -1.852  0.271
H: -1.433 1.027 -2.443  0.308
H: -1.412 -0.595 -3.177  0.302
H: -0.316 -1.397 -1.161  0.209
H: 0.064 0.913 2.574  0.325
H: 0.588 2.104 1.368  0.324
H: 1.799 1.081 2.186  0.315
H: 1.439 -1.731 0.103  0.350
H: 1.928 -1.147 1.688  0.306
H: 0.296 -1.797 1.482  0.309

* molar mass: 102.137 g/mol
* structure (SMILES): CNC(=O)N(C)C
* 2S+1: 1
* Kohn-Sham gap: 9.795 eV

***

#B
Formula: C4H10N2O
Source: the OMol25 dataset
Level of theory: ωB97M-V/def2-TZVPD

Each line ends with the Mulliken charge.
Atoms and positions in Å:
H: 2.054 -0.103 1.155  0.325
N: 1.806 -1.033 0.813  -0.669
C: 1.138 -1.007 -0.244  -0.380
C: 0.674 0.207 -1.016  0.520
C: -0.792 0.040 -1.462  -1.121
N: 0.934 1.405 -0.238  -0.695
H: 0.846 -1.963 -0.674  0.388
H: 1.304 0.259 -1.916  0.299
H: -0.919 -0.902 -1.992  0.363
H: -1.082 0.854 -2.128  0.343
H: -1.454 0.048 -0.596  0.177
H: 0.359 1.412 0.603  0.245
H: 0.711 2.236 -0.777  0.254
C: -1.395 -0.366 2.119  -0.195
O: -0.996 0.759 2.056  -0.431
H: -2.468 -0.607 2.210  0.285
H: -0.719 -1.236 2.088  0.291

* molar mass: 102.137 g/mol
* structure (SMILES): [H]/N=C\[C@@H](C)N.C=O
* 2S+1: 1
* Kohn-Sham gap: 9.983 eV

***

#C
Formula: C4H10N2O
Source: the OMol25 dataset
Level of theory: ωB97M-V/def2-TZVPD

Each line ends with the Mulliken charge.
Atoms and positions in Å:
C: 1.418 0.869 -1.228  -0.297
C: 2.506 0.536 -0.207  -1.044
C: 0.541 -0.324 -1.510  0.513
N: 0.426 -1.016 -2.488  -0.574
H: 0.752 1.649 -0.847  0.254
H: 1.852 1.210 -2.166  0.301
H: 3.095 1.429 0.010  0.321
H: 2.069 0.168 0.720  0.274
H: 3.187 -0.223 -0.596  0.314
C: -2.722 -0.209 1.379  -0.628
N: -1.681 -1.183 1.226  -0.406
O: -0.376 -0.574 -0.228  -0.467
H: -0.963 -1.347 -0.383  0.393
H: -1.027 -1.102 2.005  0.223
H: -3.345 -0.176 0.484  0.266
H: -3.373 -0.508 2.218  0.298
H: -2.359 0.803 1.610  0.259

* molar mass: 102.137 g/mol
* 2S+1: 1
* Kohn-Sham gap (spin up / spin down): 9.726 / 8.485 eV

***

#D
Formula: C4H10N2O
Source: the OMol25 dataset
Level of theory: ωB97M-V/def2-TZVPD

Each line ends with the Mulliken charge.
Atoms and positions in Å:
N: 1.471 0.881 0.360  -0.492
C: 0.405 -0.037 0.749  -0.058
C: -0.889 0.493 0.647  -0.370
C: -1.594 0.673 -0.652  -0.181
O: -1.744 2.018 -1.126  -0.531
C: 0.608 -1.419 -0.113  -0.278
N: 1.947 -1.659 -0.145  -0.708
H: 1.165 1.715 -0.131  0.216
H: -1.482 2.617 -0.416  0.345
H: 0.546 -0.280 1.804  0.244
H: -0.993 0.130 -1.389  0.091
H: -1.448 0.414 1.570  0.325
H: -2.585 0.203 -0.609  0.278
H: 0.069 -2.228 0.404  0.360
H: 0.147 -1.281 -1.104  0.262
H: 2.108 -2.624 0.167  0.218
H: 2.272 0.384 -0.016  0.280

* molar mass: 102.137 g/mol
* 2S+1: 1
* Kohn-Sham gap: 5.903 eV

***

Stability comparison, relative energies in eV: #A 0.000; #B 1.661; #C 5.071; #D 5.738